{
  "formula": "C6H9N2",
  "method": "the ωB97M-V functional and the def2-TZVPD basis",
  "gap_ev": [9.22, 9.22],
  "de_lowest_ev": 4.994,
  "largest_force_ev_per_a": 4.6,
  "charge": 1,
  "species": ["H", "N", "C", "C", "N", "C", "C", "C", "C", "H", "H", "H", "H", "H", "H", "H", "H"],
  "xyz": [[0.44879, 0.94576, 2.19161], [1.04412, 0.86329, 1.27063], [0.65380, 1.22518, 0.12079], [1.42071, 0.49633, -0.96541], [1.60507, -0.72264, -0.68244], [1.02507, -1.30060, 0.38240], [-0.42171, -1.16579, 0.41399], [-1.14067, -0.12867, -0.57246], [-0.82165, 1.36527, -0.31600], [1.69974, 1.08154, -1.81767], [1.57534, -2.03744, 0.89140], [-0.87669, -1.39598, 1.45253], [-0.95282, -2.20862, 0.05881], [-2.18545, -0.32641, -0.28777], [-0.64586, -0.41440, -1.49462], [-1.43451, 1.73166, 0.54631], [-0.99326, 1.99152, -1.19208]],
  "atomic_forces_ev_per_a": [[1.046, 0.409, -2.667], [-1.010, 0.313, 2.291], [-0.919, -1.139, 0.931], [0.004, 0.917, 1.343], [0.528, -0.358, -0.178], [-0.553, 1.618, -2.396], [-3.570, -2.881, 0.431], [1.060, -0.995, 2.500], [0.468, 0.558, 1.496], [0.235, -0.599, -0.970], [0.668, -0.646, 0.994], [0.906, 1.316, -1.092], [1.760, 1.789, 0.240], [0.126, 0.075, -1.453], [-1.372, -0.152, -0.760], [0.635, -0.072, -0.753], [-0.012, -0.153, 0.043]],
  "nbo_charge": [0.40, -0.57, 0.27, 0.18, -0.34, 0.33, -0.56, -0.40, -0.45, 0.25, 0.25, 0.31, 0.34, 0.27, 0.23, 0.25, 0.26]
}



{
  "formula": "C34H63BO7P2",
  "method": "the ωB97M-V functional and the def2-TZVPD basis",
  "gap_ev": 5.81,
  "largest_force_ev_per_a": 3.1,
  "species": ["C", "C", "C", "O", "O", "C", "C", "B", "C", "C", "C", "C", "C", "C", "C", "C", "O", "C", "C", "O", "C", "C", "O", "C", "P", "O", "O", "H", "H", "H", "H", "H", "H", "H", "H", "H", "H", "H", "H", "H", "H", "H", "H", "H", "H", "H", "H", "H", "H", "H", "H", "H", "H", "H", "C", "C", "C", "C", "P", "C", "C", "C", "C", "C", "C", "C", "C", "C", "C", "C", "C", "H", "H", "H", "H", "H", "H", "H", "H", "H", "H", "H", "H", "H", "H", "H", "H", "H", "H", "H", "H", "H", "H", "H", "H", "H", "H", "H", "H", "H", "H", "H", "H", "H", "H", "H", "H"],
  "xyz": [[0.03180, -0.90490, 6.56343], [0.26490, 0.37373, 5.68416], [1.00550, 0.05627, 4.32704], [2.18757, 0.31196, 4.23504], [0.22147, -0.51710, 3.36393], [0.90100, -0.68016, 2.11158], [0.14032, -1.82464, 1.29889], [-0.00762, -3.24117, 2.16485], [-1.60616, -3.59543, 2.41278], [-2.23666, -2.96898, 3.69419], [-2.24280, -3.79903, 4.92311], [-2.79056, -3.29352, 6.19008], [-3.32524, -1.92510, 6.21138], [-3.36994, -1.07670, 5.03301], [-2.82415, -1.62316, 3.77134], [-2.89362, -0.71262, 2.51690], [0.91277, -3.42443, 3.30762], [2.14019, -3.72798, 2.65599], [3.40602, -3.87967, 3.56190], [4.57701, -3.98721, 2.72169], [5.73766, -3.65424, 3.44696], [6.08166, -2.16527, 3.81058], [6.43072, -4.57760, 3.78317], [1.61871, -5.00413, 1.79034], [1.28337, -6.30669, 3.11373], [-0.14789, -6.81596, 3.06603], [0.41505, -4.41355, 1.30833], [-0.58733, -0.59537, 7.45405], [0.97171, -1.35700, 6.97190], [-0.54501, -1.70525, 6.03835], [-0.68909, 0.90824, 5.41340], [0.91958, 1.07466, 6.25549], [0.88015, 0.25137, 1.46966], [1.95962, -1.02137, 2.19512], [0.73684, -2.03967, 0.35737], [-0.85782, -1.44622, 0.94248], [-2.22017, -3.27639, 1.52254], [-1.65552, -4.71337, 2.55976], [-1.83086, -4.83817, 4.87496], [-2.82273, -3.88566, 7.12825], [-3.72278, -1.49387, 7.16721], [-3.77582, -0.03283, 5.02926], [-1.95875, -0.14035, 2.30295], [-3.19017, -1.34592, 1.63704], [-3.72226, 0.03481, 2.68047], [2.49695, -3.04707, 1.83458], [3.51714, -2.91090, 4.14064], [3.32180, -4.68596, 4.33643], [7.18472, -1.96971, 3.75884], [5.69926, -1.99178, 4.85321], [5.50276, -1.50415, 3.11345], [2.36576, -5.25742, 0.98835], [2.22803, -7.38833, 3.01084], [1.45497, -5.74032, 4.42254], [1.77872, -0.57636, -5.51356], [2.00651, 0.29993, -4.28660], [0.92354, 0.13393, -3.22072], [-0.41056, 0.83663, -3.50998], [-0.52471, 2.59943, -3.22556], [0.13326, 2.90502, -1.56710], [-0.35665, 2.08339, -0.37257], [-1.74723, 2.38416, 0.19166], [-2.03038, 3.85436, 0.47140], [-2.23514, 3.10656, -3.14306], [-3.20398, 2.96695, -4.32010], [-3.06903, 3.96700, -5.46742], [-2.88765, 5.41679, -5.04563], [0.53439, 3.64090, -4.22284], [0.41060, 3.89448, -5.72970], [0.20757, 2.68464, -6.64990], [1.45319, 2.33125, -7.45502], [0.81288, -0.37731, -5.98490], [2.55793, -0.39416, -6.25493], [1.81671, -1.63404, -5.24666], [2.09872, 1.34480, -4.59017], [2.96891, 0.02186, -3.84878], [1.32151, 0.49225, -2.26809], [0.72936, -0.93335, -3.08359], [-1.15063, 0.39020, -2.83467], [-0.76885, 0.58045, -4.50950], [0.04380, 3.97508, -1.35855], [1.21193, 2.72878, -1.65055], [0.36002, 2.24063, 0.43869], [-0.30954, 1.01753, -0.61526], [-1.84799, 1.83116, 1.13010], [-2.52141, 1.97291, -0.46035], [-1.35581, 4.24374, 1.23677], [-3.05380, 3.97492, 0.83133], [-1.92954, 4.47464, -0.42268], [-2.28581, 4.11880, -2.73286], [-2.67035, 2.46908, -2.37114], [-4.21598, 3.07219, -3.91669], [-3.14436, 1.95110, -4.72352], [-3.96162, 3.89549, -6.09517], [-2.24798, 3.65635, -6.11243], [-3.77579, 5.79693, -4.53588], [-2.71287, 6.04343, -5.92406], [-2.02841, 5.55732, -4.38396], [1.56360, 3.32314, -4.02705], [0.47190, 4.63063, -3.75268], [1.30212, 4.44546, -6.04540], [-0.40216, 4.60573, -5.89230], [-0.58634, 2.91065, -7.36594], [-0.13543, 1.81507, -6.08660], [1.68287, 3.12428, -8.16955], [1.28599, 1.41366, -8.02132], [2.32190, 2.18677, -6.81219]],
  "atomic_forces_ev_per_a": [[-0.692, 0.100, 0.350], [0.064, -0.411, -0.794], [-0.353, 0.133, 1.680], [-0.618, -0.288, -0.741], [1.514, 1.250, 0.662], [-0.449, -1.582, -2.562], [0.769, 1.001, 0.026], [-1.118, -0.854, -0.785], [-0.948, 0.273, 1.718], [-0.620, 0.143, 1.642], [-0.905, 1.824, 0.583], [0.016, 1.770, -2.473], [0.194, -0.167, -0.853], [1.389, -2.757, -0.625], [0.183, -0.294, 1.278], [-0.892, -0.237, 0.334], [1.658, 1.279, 0.066], [0.455, -1.609, -0.886], [-1.007, 1.451, 0.891], [0.241, 0.741, 0.818], [0.360, -0.903, 0.287], [-1.158, -0.415, -0.512], [0.087, 0.859, -0.139], [0.528, 2.268, 0.907], [-2.991, -0.724, -0.311], [1.568, 0.237, -0.046], [1.584, -1.517, -0.751], [0.586, -0.344, -0.839], [-0.603, 0.569, -0.592], [0.527, 0.738, 0.253], [0.701, -0.744, 0.477], [-0.458, -0.466, -0.676], [0.083, -0.472, 1.165], [-0.835, 0.565, 0.505], [-0.429, 0.325, 0.911], [0.861, -0.311, 0.374], [0.656, -0.481, 0.690], [-0.064, 1.115, -0.380], [-0.380, 1.082, -0.052], [0.144, 0.365, -0.923], [0.409, -0.607, -0.932], [0.358, -1.174, 0.202], [-0.637, -0.696, 0.232], [0.454, 0.717, 0.610], [0.758, -0.625, -0.202], [-0.677, 0.059, 0.797], [-0.424, -0.893, -0.446], [0.361, 0.384, -0.897], [-1.149, -0.421, 0.038], [0.478, -0.085, -0.963], [0.660, -0.386, 0.715], [-0.905, -0.195, 0.689], [0.050, 0.689, 0.061], [0.618, -0.129, -0.737], [0.055, 0.096, -0.039], [0.024, -0.264, -0.102], [0.507, 0.343, 0.135], [-0.325, -0.918, -0.194], [0.250, 0.052, 0.822], [0.460, 0.142, 0.221], [-0.296, -0.298, 0.200], [-0.112, -0.006, 0.005], [-0.051, -0.053, -0.017], [-1.024, 0.043, -0.124], [-0.187, 0.009, -0.438], [0.144, -0.096, -0.159], [0.025, 0.105, -0.101], [0.826, 0.774, -0.562], [-0.630, 0.191, -0.305], [0.117, 0.066, -0.219], [-0.097, -0.156, -0.028], [0.019, -0.039, -0.030], [-0.076, -0.045, -0.041], [-0.055, 0.043, 0.014], [0.007, 0.040, -0.002], [-0.066, 0.076, 0.042], [-0.112, -0.088, 0.064], [-0.104, 0.109, 0.026], [-0.110, 0.237, 0.037], [-0.005, 0.137, -0.042], [-0.110, 0.015, -0.146], [-0.036, 0.031, -0.139], [0.078, 0.005, -0.160], [0.096, -0.004, 0.108], [0.051, -0.048, -0.129], [-0.037, -0.014, 0.018], [-0.001, 0.035, -0.053], [0.083, 0.035, 0.032], [0.005, 0.051, 0.031], [0.250, -0.026, -0.023], [0.316, -0.029, 0.208], [0.134, -0.083, 0.158], [-0.067, 0.028, 0.034], [0.025, -0.073, 0.080], [0.090, 0.060, -0.032], [0.063, -0.001, 0.039], [-0.077, -0.009, 0.095], [-0.036, 0.007, -0.009], [-0.150, -0.243, 0.255], [-0.071, -0.133, 0.221], [0.032, -0.135, 0.145], [-0.007, -0.074, 0.100], [-0.044, -0.038, 0.085], [0.035, -0.003, 0.002], [0.032, -0.003, 0.077], [0.112, 0.029, -0.001], [0.049, -0.030, -0.003]],
  "mulliken_charge": [-0.69, -0.45, 0.39, -0.61, 0.16, -0.39, -0.22, 0.35, -1.03, 0.44, -0.58, -0.78, -0.43, -0.64, 1.54, -1.14, -0.56, -0.10, -0.55, -0.32, 0.68, -0.87, -0.53, 0.02, 0.41, -0.69, -0.67, 0.32, 0.34, -0.06, 0.21, 0.35, -0.10, 0.33, 0.13, 0.24, 0.28, 0.51, 0.35, 0.35, 0.30, 0.28, -0.29, 0.26, 0.59, -0.02, 0.29, 0.19, 0.31, 0.25, 0.31, 0.47, 0.09, -0.03, -1.42, 0.13, -0.86, -1.28, 1.10, -1.65, -0.44, -0.02, -1.58, -0.66, -1.05, 0.27, -1.36, -0.94, -1.10, 0.35, -1.76, 0.25, 0.40, 0.41, -0.29, 0.50, 0.16, 0.68, 0.67, 0.84, 0.81, 0.51, 0.60, 0.08, 0.07, 0.32, 0.38, 0.42, 0.27, 0.56, 0.04, 0.45, 0.34, 0.46, -0.31, 0.35, 0.41, 0.30, 0.78, 0.57, 0.59, 0.20, 0.47, -0.16, 0.47, 0.40, 0.32]
}



{
  "formula": "C3H7NO",
  "method": "the ωB97M-V functional and the def2-TZVPD basis",
  "gap_ev": 10.36,
  "de_lowest_ev": 3.252,
  "largest_force_ev_per_a": 4.2,
  "species": ["C", "N", "C", "H", "H", "H", "H", "H", "C", "O", "H", "H"],
  "xyz": [[-1.23146, 1.14187, 0.36754], [-1.51206, 0.51544, -0.75114], [-2.31915, -0.69303, -0.58180], [-0.94306, 2.16324, 0.19772], [-1.29742, 0.53512, 1.29150], [-3.03583, -0.65420, -1.43524], [-2.93077, -0.62455, 0.31908], [-1.79316, -1.62233, -0.43224], [2.52720, -0.79756, 0.74768], [2.71837, 0.14260, -0.00274], [2.26453, -0.62018, 1.80033], [2.71363, -1.83376, 0.33824]],
  "atomic_forces_ev_per_a": [[-0.606, -2.565, -3.230], [-0.001, 1.481, 2.574], [-0.913, 0.633, -0.148], [0.703, 0.243, 0.816], [-0.208, 1.147, 0.096], [0.682, -0.756, 0.523], [-0.156, 0.173, 0.142], [0.503, -0.365, -0.775], [0.954, 0.762, -1.762], [-0.404, -0.969, 1.003], [-0.156, -0.312, 0.045], [-0.395, 0.527, 0.715]],
  "nbo_charge": [-0.09, -0.38, -0.46, 0.20, 0.15, 0.21, 0.17, 0.20, 0.25, -0.49, 0.12, 0.12]
}



{
  "formula": "C12H36FeNO15",
  "method": "the ωB97M-V functional and the def2-TZVPD basis",
  "gap_ev": [5.52, 5.28],
  "de_lowest_ev": 4.031,
  "largest_force_ev_per_a": 2.2,
  "spin_multiplicity": 5,
  "charge": 1,
  "species": ["Fe", "N", "O", "O", "O", "C", "C", "O", "O", "H", "H", "H", "H", "H", "H", "C", "C", "O", "O", "H", "H", "H", "H", "H", "H", "C", "C", "O", "O", "H", "H", "H", "H", "H", "H", "C", "C", "O", "O", "H", "H", "H", "H", "H", "H", "C", "C", "O", "O", "H", "H", "H", "H", "H", "H", "C", "C", "O", "O", "H", "H", "H", "H", "H", "H"],
  "xyz": [[11.30142, -5.32283, 4.26982], [10.19228, -6.54506, 6.94626], [10.49024, -5.76188, 5.92487], [9.23719, -6.21508, 7.60316], [10.87172, -7.53670, 7.13207], [10.12021, -2.67291, 4.17443], [11.14254, -2.70402, 5.25996], [12.24075, -3.57983, 4.92407], [9.69702, -4.05598, 3.91373], [10.50187, -2.25788, 3.23848], [9.26076, -2.09246, 4.49963], [10.62831, -3.08929, 6.15913], [11.45241, -1.72480, 5.62541], [13.03006, -3.41931, 5.45905], [8.89658, -4.00336, 3.37589], [7.64938, -2.85704, 7.03196], [7.65740, -1.34832, 7.13926], [7.41441, -0.86973, 8.43057], [8.77701, -3.38628, 7.74057], [7.75155, -3.09583, 5.95909], [6.74038, -3.26768, 7.47905], [6.87738, -0.96582, 6.46195], [8.60979, -0.95713, 6.77921], [6.50451, -1.04527, 8.68427], [8.82076, -4.33718, 7.56622], [9.77465, -7.90847, 11.04182], [8.84537, -6.70125, 10.94376], [7.95176, -6.60234, 12.01272], [9.00883, -9.11068, 11.21504], [10.51139, -7.83857, 11.85012], [10.26735, -8.07986, 10.08129], [8.28246, -6.89610, 10.03203], [9.45561, -5.79698, 10.81511], [8.38398, -6.41803, 12.85094], [8.66525, -9.10471, 12.11416], [13.08121, -5.79628, 9.17242], [13.87006, -6.98625, 8.72921], [15.25841, -6.82296, 8.95747], [13.30098, -4.70331, 8.26050], [13.34504, -5.49245, 10.18913], [12.00950, -6.03159, 9.20868], [13.68173, -7.20076, 7.66844], [13.53146, -7.87407, 9.26295], [15.54418, -6.04592, 8.46622], [12.53897, -4.12080, 8.29775], [7.98347, -10.69500, 4.90227], [9.26236, -9.92114, 4.97570], [10.38145, -10.67762, 4.53553], [7.89544, -11.57688, 6.00893], [7.90381, -11.24951, 3.96305], [7.14901, -9.97327, 4.85563], [9.48732, -9.42120, 5.92422], [9.16770, -9.09863, 4.24897], [10.37813, -11.51646, 5.01124], [7.33306, -12.31521, 5.75813], [10.32247, -12.27346, 8.19597], [10.51430, -10.86773, 8.71556], [11.44104, -10.14166, 7.87831], [11.00765, -13.27434, 8.97717], [10.69428, -12.38572, 7.17122], [9.26935, -12.55839, 8.15342], [10.86482, -10.82103, 9.75195], [9.57601, -10.30057, 8.72458], [11.09084, -9.25795, 7.73619], [11.69040, -12.84434, 9.49853]],
  "atomic_forces_ev_per_a": [[-0.482, -0.098, 1.468], [0.237, -1.298, 0.177], [0.362, 0.319, -0.732], [-0.033, 0.177, 0.096], [-0.130, 0.990, -0.437], [0.318, 0.184, -0.674], [-0.847, -0.010, 2.060], [-0.272, -0.094, -0.845], [0.363, 0.730, -0.192], [0.003, -0.001, 0.038], [-0.007, 0.005, 0.117], [0.181, -0.330, -0.234], [0.364, 0.168, -0.806], [-0.062, -0.150, 0.095], [0.067, -0.465, -0.083], [0.907, -0.029, 0.359], [-0.967, -0.094, -0.337], [0.519, 0.193, 0.343], [0.032, 0.203, -0.507], [-0.415, -0.216, 0.137], [-0.170, -0.008, -0.377], [0.156, -0.068, -0.135], [0.143, 0.089, 0.280], [-0.050, -0.040, -0.052], [-0.104, 0.018, 0.218], [-0.611, -0.862, 0.123], [1.026, -0.494, -0.345], [-0.642, -0.056, 0.210], [0.305, 0.290, 0.095], [0.083, 0.217, -0.109], [0.290, 0.370, 0.092], [-0.384, 0.382, 0.142], [-0.140, 0.081, -0.052], [0.284, 0.098, -0.116], [-0.184, -0.016, -0.079], [-0.806, 0.334, 0.223], [0.216, -0.273, -0.267], [-0.088, -0.035, 0.017], [0.027, -0.038, -0.363], [0.277, -0.039, -0.068], [0.073, -0.146, -0.167], [-0.100, 0.146, 0.018], [0.166, 0.028, 0.197], [0.064, -0.010, 0.036], [0.011, 0.074, 0.285], [-0.759, 0.296, 0.155], [0.717, 0.396, -1.093], [-0.106, 0.061, 0.080], [-0.004, 0.002, -0.108], [0.419, 0.026, -0.060], [0.005, -0.154, 0.432], [-0.403, -0.459, 0.303], [0.042, -0.131, -0.023], [0.096, 0.083, 0.136], [-0.014, -0.035, 0.152], [0.363, -1.024, 0.240], [-0.100, 1.179, -0.525], [0.019, -0.300, 0.189], [-0.387, 0.282, -0.064], [0.021, 0.497, 0.016], [0.051, 0.080, 0.281], [0.040, -0.422, -0.012], [-0.116, -0.335, -0.033], [0.084, -0.280, 0.147], [0.054, 0.017, -0.063]],
  "nbo_charge": [1.66, 0.75, -0.76, -0.38, -0.39, -0.11, -0.15, -0.81, -0.81, 0.20, 0.23, 0.24, 0.24, 0.55, 0.53, -0.08, -0.07, -0.70, -0.75, 0.13, 0.19, 0.16, 0.16, 0.47, 0.49, -0.09, -0.09, -0.71, -0.72, 0.16, 0.18, 0.19, 0.15, 0.47, 0.47, -0.10, -0.09, -0.70, -0.76, 0.19, 0.16, 0.16, 0.21, 0.47, 0.47, -0.09, -0.08, -0.72, -0.72, 0.18, 0.16, 0.17, 0.15, 0.48, 0.48, -0.09, -0.11, -0.75, -0.72, 0.17, 0.19, 0.18, 0.18, 0.48, 0.46]
}